No. 1
15
Properties=species:S:1:pos:R:3 method="wB97M-V/def2-TZVPD" de_lowest_ev=2.932 e_homo_ha="-0.2686 / -0.3225" homo_lumo_gap_ev="7.168 / 8.709"
C -0.61827 -1.35810 -0.28399
C 0.73269 -0.65850 -0.13447
C 1.26521 1.57829 0.27599
N -1.62266 -0.69815 0.49203
N 0.70146 0.63576 -0.67921
P -2.04668 0.83264 -0.00204
H -0.79597 -1.34167 -1.43320
H -0.46500 -2.42554 -0.07366
H 1.08670 -0.79706 0.96771
H 1.38394 -1.27395 -0.71963
H 1.18168 2.60331 -0.22024
H 0.74289 1.56145 1.21409
H 2.29156 1.41262 0.44442
H -1.43275 -0.89676 1.52896
H -2.40481 0.82569 -1.37676

No. 2
15
Properties=species:S:1:pos:R:3 method="wB97M-V/def2-TZVPD" total_charge=+1 de_lowest_ev=0.592 e_homo_ha=-0.5116 homo_lumo_gap_ev=10.404
C -0.00579 -0.12774 0.05047
C 2.36731 -0.64038 -0.05026
C -2.78503 0.38711 -0.09876
N 0.97319 -1.05022 -0.30035
N 0.36030 1.09846 0.21056
S -1.50451 -0.93954 -0.07930
H 2.50932 0.37610 -0.50776
H 2.47101 -0.72780 1.04616
H 2.99371 -1.36424 -0.50541
H -2.76333 0.83892 0.89098
H -3.77360 -0.09634 -0.34517
H -2.47245 1.09613 -0.85490
H 0.77731 -2.02721 -0.38517
H 1.25625 1.29889 0.57757
H -0.40369 1.87785 0.35136

No. 3
15
Properties=species:S:1:pos:R:3 method="wB97M-V/def2-TZVPD" total_charge=+1 de_lowest_ev=2.905 e_homo_ha=-0.4951 homo_lumo_gap_ev=9.382
C 1.31685 -1.07547 0.23917
C -1.45071 1.09292 1.11899
C -1.59556 1.38518 -0.13551
N 0.88116 -2.21338 -0.28613
N 1.31063 0.06204 -0.42398
S 1.98816 1.49724 0.12497
H 1.84103 -1.02476 1.28661
H -0.76780 0.28101 1.36085
H -1.81376 1.71360 1.89960
H 2.65154 1.01495 1.13870
H -1.16408 0.76696 -0.99407
H -2.10106 2.15721 -0.62899
H 0.83754 -2.98434 0.34594
H 0.48745 -2.21665 -1.30130
H 0.55297 0.26816 -1.23171

No. 4
15
Properties=species:S:1:pos:R:3 method="wB97M-V/def2-TZVPD" total_charge=+1 de_lowest_ev=1.536 e_homo_ha=-0.5003 homo_lumo_gap_ev=9.333
C 0.80384 -0.29928 -0.87606
C -0.90646 0.19700 0.98118
C -0.40032 0.48946 -0.41413
N 0.90315 -1.61247 -0.35167
N -0.86801 1.41262 -1.19318
S 1.89484 0.96656 0.15535
H -0.11373 -0.43007 1.58321
H -1.87078 -0.51460 0.76248
H -1.30613 1.16081 1.36222
H 1.10215 -0.36801 -1.92890
H 0.91617 -2.42707 -0.95149
H 0.89568 -1.82811 0.58834
H -1.56703 2.01854 -0.74812
H 2.63242 -0.00318 0.71393
H -0.66183 1.43646 -2.17048

No. 5
16
Properties=species:S:1:pos:R:3 method="wB97M-V/def2-TZVPD" total_charge=+1 de_lowest_ev=1.041 e_homo_ha=-0.4958 homo_lumo_gap_ev=8.539
C -1.00564 1.34843 2.02598
C -1.32009 0.48104 1.11890
C -0.44891 -0.65653 0.69320
N 0.88208 0.45853 -2.17415
N 0.77470 -0.78678 1.21686
S 0.23751 -2.52125 -1.61236
S -1.25067 -1.50473 -0.55095
H -1.59632 2.25943 2.20924
H -0.09311 1.29230 2.64826
H -2.24335 0.68047 0.53774
H -0.06132 0.91369 -2.56572
H 1.49324 0.17614 -2.95536
H 1.47888 1.06271 -1.73346
H 1.30820 -0.22374 1.86798
H 1.18310 -1.75526 1.02930
H 0.66170 -1.22444 -1.75546

No. 6
15
Properties=species:S:1:pos:R:3 method="wB97M-V/def2-TZVPD" de_lowest_ev=1.076 e_homo_ha=-0.3219 homo_lumo_gap_ev=9.780
H 1.19786 -0.79788 -2.70651
N 0.57951 -0.92140 -1.90030
C 0.92810 -0.01530 -1.07395
N 2.13185 0.67203 -1.10079
N 0.01448 0.55967 -0.15163
C -0.41646 -0.20030 1.02654
C -1.93789 -0.20873 1.26955
H 2.33529 1.16419 -0.24462
H 2.92944 0.11431 -1.37571
H -0.64365 1.19519 -0.56577
H -0.03637 0.30908 1.91585
H -0.15554 -1.23288 0.80305
H -2.06624 -1.00201 2.00703
H -2.53335 -0.33864 0.36468
H -2.32705 0.70266 1.73257

No. 7
15
Properties=species:S:1:pos:R:3 method="wB97M-V/def2-TZVPD" spin_multiplicity=2 total_charge=+1 de_lowest_ev=1.366 e_homo_ha="-0.5826 / -0.5604" homo_lumo_gap_ev="11.836 / 7.340"
C -2.25631 1.35151 -0.41493
C -1.42162 0.01941 -0.38180
N 0.06988 0.43662 -0.38643
C 1.09012 -0.36374 0.18487
N 0.77245 -1.12249 1.35609
N 2.28158 -0.28119 -0.39467
H -3.22776 1.02871 -0.50793
H -1.93212 1.86415 0.38724
H -1.91373 1.77425 -1.35686
H -1.83385 -0.47624 -1.29396
H -1.56923 -0.66931 0.48213
H 0.60687 1.04498 -1.05177
H 0.15034 -0.60197 1.94717
H 0.62676 -2.09861 1.20455
H 2.75216 -1.13964 -0.16438

No. 8
15
Properties=species:S:1:pos:R:3 method="wB97M-V/def2-TZVPD" total_charge=+2 de_lowest_ev=5.161 e_homo_ha=-0.6877 homo_lumo_gap_ev=10.190
C -1.70440 -0.03991 0.31826
C 1.78937 0.39625 0.04819
C -3.28551 -0.27034 0.65595
N 0.88321 0.49909 -0.81212
N -2.45848 -0.83894 -0.28625
N 3.34759 0.22946 -0.20375
H 1.69463 0.66187 1.10703
H -3.63970 -0.87276 1.48993
H -4.00075 0.61393 0.42476
H -1.72590 0.52310 1.25856
H 0.85400 0.26412 -1.82006
H -2.41742 -1.23395 -1.25416
H 3.83734 1.21881 -0.04207
H 3.54118 -0.18861 -1.14734
H 3.65085 -0.27781 0.60501

No. 9
16
Properties=species:S:1:pos:R:3 method="wB97M-V/def2-TZVPD" de_lowest_ev=0.730 smiles="NCCNC(N)=O" e_homo_ha=-0.3333 homo_lumo_gap_ev=9.863
N -0.46913 2.19481 -0.54388
C -0.07887 1.52454 0.71699
C -0.79522 0.13007 0.76450
N -0.33350 -0.61496 -0.42602
C 0.29448 -1.76576 -0.87613
N 1.00125 -2.52755 0.01316
O 0.29172 -2.03080 -2.06103
H -0.60760 3.18750 -0.34955
H 0.30835 2.15800 -1.18676
H 0.99045 1.31961 0.59599
H -0.34054 1.95284 1.67486
H -1.86662 0.39360 0.69068
H -0.49024 -0.34470 1.68565
H -0.64016 -0.00952 -1.17906
H 1.34382 -3.38751 -0.38926
H 1.39181 -2.18017 0.86987

No. 10
16
Properties=species:S:1:pos:R:3 method="wB97M-V/def2-TZVPD" de_lowest_ev=5.286 e_homo_ha=-0.3000 homo_lumo_gap_ev=7.366
C 0.44854 -1.89187 0.79254
C 1.97626 -0.32603 -0.14229
N 0.96775 -1.17620 -0.36497
H -0.17417 -0.34175 -0.76454
H -0.61972 -2.05740 0.66338
H 0.61973 -1.38422 1.74842
H 0.94843 -2.86209 0.81550
H 1.23998 0.89425 -0.15258
H 2.62653 -0.14388 -0.99538
H 2.47911 -0.34038 0.82857
N -2.56724 2.01482 -0.56781
N -1.93165 0.76914 -0.72200
C -0.67388 0.76589 -0.66116
O 0.24277 1.60608 -0.30690
H -2.07218 2.63054 0.07558
H -3.51024 1.84311 -0.24634

No. 11
16
Properties=species:S:1:pos:R:3 method="wB97M-V/def2-TZVPD" spin_multiplicity=3 de_lowest_ev=0.944 e_homo_ha="-0.2464 / -0.3364" homo_lumo_gap_ev="7.561 / 7.469"
C -1.97473 -0.53814 0.78759
C 1.81999 -0.52134 -1.32450
C 2.02539 0.65520 0.77644
N -2.13510 0.67256 0.07761
N 1.49526 0.59990 -0.42932
N -2.81636 -1.32731 1.24012
O 0.78547 1.55112 -0.84989
H 1.39095 -0.34032 -2.21617
H 2.93647 -0.67972 -1.33396
H 1.42086 -1.43994 -0.87339
H 2.59102 -0.11189 1.30741
H 1.60390 1.40417 1.54273
H -1.31106 1.09997 -0.36363
H -3.06722 1.12337 -0.11059
H -0.91828 -0.93168 0.73396
H -3.84656 -1.21595 1.03559

No. 12
17
Properties=species:S:1:pos:R:3 method="wB97M-V/def2-TZVPD" de_lowest_ev=4.582 e_homo_ha=-0.2829 homo_lumo_gap_ev=8.178
C 1.58689 -1.21263 -0.37061
N 0.77451 -0.09992 -0.80109
C 0.75070 1.05499 -0.17727
O 1.55162 1.22690 0.94629
H 1.22986 -1.63957 0.56847
H 2.62805 -0.90612 -0.23794
H 1.54711 -1.98140 -1.14210
H 0.51524 1.95686 -0.73289
H 2.24954 1.87265 0.79360
N -1.37750 -0.47608 -1.01464
C -1.69135 0.50955 0.04758
N -1.55448 -0.06859 1.31620
O -2.62158 1.26892 -0.19380
H -1.87689 -0.32000 -1.87981
H -1.03604 -1.39277 -0.74249
H -2.07734 0.43492 2.01788
H -0.59835 -0.22771 1.60262

No. 13
17
Properties=species:S:1:pos:R:3 method="wB97M-V/def2-TZVPD" de_lowest_ev=6.034 e_homo_ha="-0.3236 / -0.3236" homo_lumo_gap_ev="8.570 / 8.571"
C -1.58939 -0.14750 -1.37458
C -0.90193 -0.59226 -0.08709
O -1.56909 -0.91910 0.92540
H 0.02207 -1.62089 -0.47767
H -0.89774 -0.22249 -2.21079
H -1.90019 0.89272 -1.27029
H -2.46508 -0.76943 -1.54386
C 0.45148 0.19803 0.20375
N 0.61780 0.33951 1.63484
N 0.74766 1.31858 -0.62472
O 2.03403 -1.43971 0.61978
N 1.23987 -0.95340 -0.32397
H 1.73280 -0.99584 1.48866
H 0.78525 1.29107 1.93220
H -0.19817 -0.05252 2.11368
H 1.73141 1.55915 -0.58861
H 0.15925 2.11408 -0.41673

No. 14
17
Properties=species:S:1:pos:R:3 method="wB97M-V/def2-TZVPD" de_lowest_ev=7.750 e_homo_ha=-0.3078 homo_lumo_gap_ev=9.146
N 1.67365 0.89780 1.70297
N 0.63496 0.55580 2.52602
C -0.58437 0.54640 2.00471
N -1.08767 0.42704 0.56107
O -0.14283 1.06163 -0.34767
C -0.09409 0.41574 -1.67981
C 0.21507 -1.01232 -1.61145
O -0.99924 -1.89171 -1.38421
H 2.49259 0.67389 2.25808
H 1.49026 0.17390 0.73151
H -1.38897 0.25957 2.54616
H -2.02413 0.84448 0.49933
H 0.70530 0.91740 -2.09723
H -1.13412 0.65331 -1.86043
H 0.35679 -1.27235 -2.65515
H 0.91733 -1.26379 -0.87332
H -1.03053 -1.98679 -0.32058

No. 15
20
Properties=species:S:1:pos:R:3 method="wB97M-V/def2-TZVPD" total_charge=+1 e_homo_ha=-0.4958 homo_lumo_gap_ev=7.266
N 2.40491 0.23939 0.62490
P 0.95882 0.15448 -0.55153
N 1.59427 -1.53374 -1.03346
O 0.39014 1.58966 0.09523
C -0.99998 1.33796 0.35317
C -1.51935 0.42082 -0.78094
N -2.15878 -0.83068 -0.34384
C -3.11366 -0.71102 0.40727
O -3.87962 -0.75086 1.25935
O -0.36661 0.06466 -1.53944
H 1.98415 0.25397 1.57676
H 2.83076 1.15655 0.54833
H 1.65728 0.71021 -1.62679
H 0.18807 -0.59917 0.53489
H 0.80438 -2.18252 -1.07487
H 2.16778 -1.84619 -0.24668
H -1.45557 2.31798 0.38410
H -1.13104 0.93556 1.35556
H -2.13799 0.96269 -1.48141
Pb 1.78204 -1.68973 1.53939

No. 16
17
Properties=species:S:1:pos:R:3 method="wB97M-V/def2-TZVPD" de_lowest_ev=5.211 smiles=CN1C[N@H+]([O-])N[C@@H]1S e_homo_ha=-0.3271 homo_lumo_gap_ev=9.407
C 0.86919 0.56538 -1.21236
N 0.15398 0.62194 0.03192
C -1.23609 0.35115 -0.10307
N -1.36916 -1.14599 0.07960
O -2.43893 -1.71895 0.12334
N -0.56535 -1.13041 1.35194
C 0.47728 -0.21760 1.11053
S 0.85798 0.67790 2.67448
H 2.04579 0.75496 -1.07886
H 0.89909 -0.49603 -1.65610
H 0.73223 1.27732 -1.93930
H -1.89261 0.70098 0.65062
H -1.74713 0.52490 -1.16068
H -0.61790 -1.57214 -0.60029
H -0.27979 -2.07963 1.54679
H 1.46878 -0.70346 0.87756
H -0.34562 1.37874 2.60171

No. 17
16
Properties=species:S:1:pos:R:3 method="wB97M-V/def2-TZVPD" de_lowest_ev=2.083 e_homo_ha=-0.3239 homo_lumo_gap_ev=9.506
C -0.83172 1.87352 -0.37438
C -1.40569 0.41068 -0.33942
N -0.20406 -0.45504 -0.21203
S -0.43824 -2.07823 -0.76593
C 0.58429 -0.29280 0.98535
N 1.80906 -0.51907 1.15003
N 2.57910 -0.81056 0.00705
H -1.67979 2.50833 -0.57051
H -0.17880 1.95781 -1.23167
H -0.40304 2.15238 0.56538
H -1.87611 0.16114 -1.26799
H -2.20057 0.26993 0.44858
H -1.28422 -2.57938 0.17085
H 0.02035 0.05643 1.80476
H 2.12462 -1.36802 -0.70894
H 3.38483 -1.28709 0.33887

No. 18
16
Properties=species:S:1:pos:R:3 method="wB97M-V/def2-TZVPD" de_lowest_ev=2.079 e_homo_ha=-0.3185 homo_lumo_gap_ev=9.572
C -2.40567 0.93424 -0.55043
S -0.79960 1.72849 -0.28068
N 0.27346 0.44351 -0.03117
C 0.51095 -0.46199 -1.17244
C 0.26247 -0.17584 1.27792
N 1.26125 -0.68343 1.77766
N 2.40446 -0.80672 1.03073
H -2.63686 0.32424 0.32273
H -2.43297 0.23816 -1.42424
H -3.17173 1.68307 -0.71388
H 0.76162 0.18173 -2.01798
H -0.33826 -1.08245 -1.49536
H 1.29341 -1.14950 -0.79222
H -0.68647 -0.17954 1.85904
H 3.13211 -0.99740 1.71934
H 2.57181 0.00343 0.49098

No. 19
16
Properties=species:S:1:pos:R:3 method="wB97M-V/def2-TZVPD" total_charge=+1 de_lowest_ev=5.277 smiles=NC#CC[NH+](N)N e_homo_ha=-0.4770 homo_lumo_gap_ev=9.606
N -0.00906 2.86842 -1.26569
C -0.18377 1.60128 -1.09392
C -0.60306 0.50017 -0.81729
C -0.62734 -1.01568 -0.69925
N 0.02569 -1.29778 0.63844
N -0.77111 -1.04623 1.75900
N 1.28880 -0.62430 0.83677
H 1.00930 2.98891 -1.18645
H -0.67843 3.33196 -1.92333
H -1.60638 -1.39195 -0.64941
H -0.05616 -1.49998 -1.48082
H 0.14671 -2.40159 0.68606
H -0.99246 -0.06753 1.63571
H -0.12544 -1.11510 2.56448
H 1.07510 0.31376 0.58994
H 2.10759 -1.14436 0.40577

No. 20
16
Properties=species:S:1:pos:R:3 method="wB97M-V/def2-TZVPD" total_charge=+1 de_lowest_ev=1.424 smiles="C=NC[NH+]=C(N)N" e_homo_ha=-0.5102 homo_lumo_gap_ev=11.013
C 2.74998 0.42764 0.40977
N 1.53503 0.21156 0.18787
C 0.98955 -1.02794 -0.31654
N -0.52028 -0.88771 -0.07960
C -1.33508 0.12234 0.01254
N -2.58418 -0.09920 0.51196
N -0.97462 1.36636 -0.39074
H 3.00786 1.42314 0.77546
H 3.49770 -0.32282 0.08513
H 1.22020 -1.98021 -0.03845
H 1.10666 -0.88103 -1.40055
H -0.82668 -1.91429 -0.20149
H -3.31790 0.61774 0.34599
H -2.97395 -0.98648 0.81345
H -1.51032 2.20935 -0.06318
H -0.06395 1.72154 -0.65162